7
Properties=species:S:1:pos:R:3:forces:R:3:lowdin_charge:R:1 method="wB97M-V/def2-TZVPD" molar_mass_g_mol=107.1 homo_energy_ev="-10.364 / -10.363" e_above_lowest_kj_mol=530.87 e_tot_ev=-19515.0521 orbital_gap_ev="7.353 / 7.351" lumo_ev="-3.01 / -3.01" total_charge=0
H 0.790953 0.952513 -0.047440 -0.1 0.1 0.3 0.06
S -2.044759 -0.894725 -0.103606 0.2 -0.2 0.1 0.83
O -2.618884 0.565923 -0.060501 -0.4 0.6 -0.1 -0.68
O -1.943011 1.588487 0.320186 0.2 -0.4 0.0 -0.12
N 1.254299 0.144114 -0.396295 -0.6 0.8 -0.6 0.19
C 1.946443 -0.719142 0.039333 -0.1 0.0 -0.4 -0.44
O 2.614960 -1.637173 0.248326 0.7 -0.9 0.6 0.16

=====

159
Properties=species:S:1:pos:R:3:forces:R:3:lowdin_charge:R:1 method="wB97M-V/def2-TZVPD" molar_mass_g_mol=924.2 homo_energy_ev=-8.659 e_above_lowest_kj_mol=213.16 e_tot_ev=-85696.3934 orbital_gap_ev=8.444 lumo_ev=-0.22 total_charge=0 smiles="COC[C@H](C)N.COC[C@H](C)N.COC[C@H](C)N.COC[C@H](C)N.COC[C@H](C)N.COC[C@H](C)N.COC[C@H](C)N.NC(N)=O.NC(N)=O.NC(N)=O.NC(N)=O.NC(N)=O"
H 19.021908 0.585863 -2.145299 -0.1 0.1 0.0 0.09
C 18.381398 -6.441788 10.568810 1.4 -2.5 0.0 -0.40
H 19.334823 -10.195893 5.132387 -0.5 -0.8 -0.3 0.05
H 21.858167 -6.740111 1.922961 0.0 0.2 0.1 0.11
H 19.125090 -9.938482 3.308487 -0.6 -0.6 0.3 0.06
H 17.493885 -8.693257 2.805143 0.5 0.2 -0.2 0.07
H 21.264837 -6.917509 8.107749 -0.3 -0.8 -0.5 0.07
H 23.044927 2.649555 5.963772 -0.5 0.6 -0.5 0.13
C 20.018900 -0.484386 0.169743 -0.1 0.2 -0.6 -0.19
H 17.868417 -0.753622 -2.306779 -0.2 0.1 0.1 0.08
N 21.919468 -6.761520 7.356127 1.0 0.1 -0.6 0.17
H 15.726589 -3.668368 4.861107 0.0 0.2 -0.3 0.03
H 22.243483 -0.197668 5.379100 0.1 0.3 -0.8 0.11
H 22.268580 1.515929 3.117342 0.1 -0.3 0.3 0.06
H 15.781023 -7.641583 8.338363 0.3 -0.3 0.1 0.07
H 18.954568 -8.555889 10.355866 -0.4 -0.1 0.1 0.07
N 17.556638 -3.582546 8.584966 -1.0 -0.1 -0.2 0.15
C 21.338103 -1.466269 2.172689 -1.4 0.0 -0.4 -0.05
C 20.768471 -11.297548 3.840237 -0.3 0.3 -1.3 -0.42
H 22.313670 -1.585304 -0.975978 -0.3 0.0 0.0 0.07
C 15.184444 -3.391208 1.644154 -0.3 1.1 1.3 -0.20
H 18.235015 -4.373806 11.063996 0.3 0.2 -0.1 0.10
N 15.999240 -3.844555 3.906872 -0.2 -0.8 0.1 0.06
N 23.560112 -4.251838 4.023938 0.6 0.1 0.5 0.16
C 15.647259 -2.780314 2.995851 0.7 0.7 -0.7 -0.41
H 22.506227 -9.974210 3.809267 0.1 -0.1 -0.4 0.12
N 24.247275 1.304428 5.037280 -0.6 0.5 0.1 0.03
H 14.798193 -8.024431 7.009816 0.1 0.2 -0.5 0.08
C 22.557335 -1.466929 9.632969 -1.3 0.0 0.2 -0.40
C 21.012309 -1.516223 0.659772 1.6 -0.7 0.9 -0.41
N 19.335498 -4.996268 1.112515 -0.4 0.9 0.0 0.20
H 17.366496 -10.023603 5.099132 -0.3 -0.4 0.1 0.09
C 16.946649 -5.696633 13.071429 -1.4 0.0 -0.7 -0.12
H 21.141293 -13.199182 4.116306 -0.1 -0.2 0.4 0.07
H 24.150428 0.508072 4.414668 0.4 -0.2 0.3 0.07
H 22.324467 -10.993398 5.252487 -0.4 0.7 0.2 0.14
H 20.588286 -3.718263 4.642559 0.4 0.7 0.5 0.08
H 16.068312 -7.759792 3.100066 -0.1 0.2 0.2 0.09
H 18.762206 -6.837128 8.609652 0.2 -0.7 0.2 0.03
N 19.258680 -6.358293 9.363576 -0.8 1.9 -0.4 0.03
H 18.214361 -8.097344 11.992169 -0.3 -0.5 -0.4 0.06
H 24.608586 1.048282 5.948156 0.1 -0.4 -0.2 0.06
H 20.417454 -1.740831 2.699679 0.0 0.2 0.2 0.06
N 22.316416 -1.371859 0.015470 0.4 0.5 -0.7 0.04
H 25.042864 -3.594011 5.779915 0.4 0.3 0.2 0.08
H 25.975978 -2.355403 4.938150 0.0 0.0 -0.1 0.10
H 24.808798 -11.665876 4.998111 -0.5 -0.4 0.3 0.09
H 19.790797 -5.190452 11.497518 0.0 0.2 0.2 0.12
H 20.399155 -1.312337 9.603257 -0.1 -0.1 0.1 0.07
C 18.440606 -0.163968 -1.596099 0.8 0.2 0.4 -0.12
O 23.109409 -12.006638 3.775063 -0.4 -0.6 -1.2 -0.19
C 24.562389 -3.352950 3.849137 -0.6 1.4 -2.3 -0.69
H 16.404510 -9.773309 7.448840 0.5 -0.3 -0.1 0.14
H 20.479036 -7.236836 1.077261 -0.2 0.3 -0.3 0.10
C 22.703893 -5.667991 7.498959 -0.7 0.9 -0.3 -0.65
H 23.391605 -4.534263 4.993154 -0.4 -0.5 -0.7 0.04
O 18.272402 -5.344937 12.840479 0.9 -0.1 0.7 -0.17
C 16.876905 -1.871277 2.784225 -0.5 -0.2 -0.1 -0.05
H 18.883205 -4.107845 1.257450 -0.1 0.0 0.0 0.09
H 17.858282 -2.981224 9.328675 0.6 -0.3 0.0 0.09
H 22.449603 0.595202 6.796669 -0.9 0.5 0.6 0.11
C 22.461232 2.331838 3.812925 -0.1 0.9 0.3 -0.06
H 21.021892 -2.622574 8.596114 0.0 -0.1 0.1 0.05
C 22.462599 -0.206563 10.529561 1.0 -0.7 -0.7 -0.24
H 21.552266 2.934389 3.844432 0.1 0.0 0.0 0.08
H 16.198509 -5.024255 12.621072 0.4 0.2 -0.5 0.09
O 21.681423 0.781562 9.908670 0.2 -0.1 0.3 -0.19
H 22.068189 -7.263374 6.500713 -0.6 -0.4 0.2 0.10
N 23.493685 -2.483452 10.152467 -0.3 0.7 0.4 0.03
H 20.560620 -5.839436 4.107166 0.1 0.0 0.1 0.07
H 25.129821 -12.446909 3.472155 -0.5 -0.3 -0.3 0.09
H 18.773217 -9.216235 6.847761 0.1 -0.2 0.4 0.06
H 23.290042 2.913378 3.408580 -0.2 0.2 -0.2 0.08
H 23.386409 -2.397101 11.162245 0.3 -0.6 0.0 0.08
N 25.298674 -3.091056 4.942516 0.0 -0.6 1.1 0.16
N 19.862190 -3.786016 5.340769 -1.5 -1.3 0.2 0.21
O 20.604402 0.926893 5.736755 0.1 1.5 -0.3 -0.17
H 22.195869 2.668615 10.567815 0.0 0.1 0.3 0.09
H 15.500006 -1.634063 -1.098472 0.2 0.1 0.0 0.09
H 24.458462 -2.238190 9.952879 0.0 0.1 0.0 0.08
C 21.434885 1.911765 10.752383 -0.3 -0.7 -0.6 -0.08
H 16.671060 -0.956142 2.230052 -0.1 -0.1 -0.1 0.08
H 19.342491 -6.874560 4.770218 0.0 0.0 -0.1 0.07
H 20.122081 -0.751593 6.725854 -0.2 -0.2 0.0 0.08
C 21.989803 0.788574 5.809372 1.2 -1.6 -0.1 -0.23
H 17.001309 -3.988349 3.909373 0.0 -0.1 0.1 0.05
H 18.821036 0.067394 5.909928 -0.1 -0.4 -0.7 0.10
H 21.646239 -0.470785 2.483119 0.1 0.0 0.0 0.06
O 15.435152 -2.976008 9.127948 0.3 -0.4 -0.8 0.01
C 20.497562 -5.215554 1.750413 0.9 -1.5 1.2 -0.64
H 17.593527 -2.465387 2.213541 0.4 0.1 0.0 0.06
H 16.736239 -6.690623 12.663704 -0.1 -0.1 0.3 0.07
H 17.347090 -6.568192 10.241505 -0.2 0.6 0.3 0.13
C 19.242523 -5.006539 5.430480 0.5 -0.1 0.3 -0.64
H 16.771852 -2.633508 -0.305334 0.1 0.3 0.1 0.07
H 15.943429 -4.099267 1.301899 -0.1 -0.1 -0.1 0.11
H 18.323144 -7.725960 6.600598 -0.1 0.3 0.3 0.04
H 15.385365 -3.392464 -1.051224 -0.2 0.0 0.1 0.09
H 22.955211 -4.446480 3.240629 0.0 0.1 0.3 0.05
N 22.414961 -5.058994 8.659524 0.3 0.8 1.1 0.17
O 14.967273 -2.342797 0.712787 0.2 -0.4 -0.2 -0.19
C 16.216861 -3.422929 8.288220 0.0 1.0 1.7 -0.67
H 24.710843 -10.730166 3.588180 0.0 -0.1 -0.4 0.08
H 21.052175 -2.824686 10.356566 -0.2 0.1 0.1 0.07
H 14.839471 -2.176274 3.413793 -0.1 -0.1 0.0 0.14
H 20.220889 -9.142715 4.268070 0.9 -0.3 -0.3 0.07
N 20.933423 -6.511195 1.600592 0.5 -0.3 0.2 0.16
N 20.404508 -12.576045 4.448607 0.3 -0.1 0.0 0.04
H 23.533824 0.025023 10.624651 -0.1 0.9 0.4 0.12
H 17.300075 -1.608414 3.753337 0.1 0.0 0.0 0.07
O 17.311256 -8.023313 4.762889 0.1 0.4 -0.6 -0.25
C 15.699575 -2.507363 -0.483918 -0.2 -0.2 -0.1 -0.11
H 22.907463 -4.253212 9.023143 0.2 0.0 -0.2 0.06
N 15.914363 -3.706839 7.013633 -0.5 -0.4 -0.9 0.15
O 24.743256 -2.740561 2.776023 -0.1 -0.8 0.8 -0.03
H 14.236322 -3.880078 1.876256 0.1 -0.4 -0.4 0.12
N 18.142067 -8.512001 7.223655 0.1 -0.3 0.0 0.06
H 17.828120 0.352667 -0.850205 -0.4 0.0 -0.2 0.09
H 19.805318 -7.689872 11.636692 0.2 0.1 -0.4 0.08
C 21.148748 -2.100758 9.546466 0.6 0.3 -0.6 -0.06
H 18.763191 -5.805779 0.953498 -0.2 0.2 -0.3 0.10
O 19.321330 -1.047589 -0.934419 -0.1 -0.6 0.0 -0.21
O 23.464382 -5.203314 6.633173 0.0 -0.7 0.7 -0.03
O 21.122537 -4.474952 2.520040 -0.9 0.1 -1.1 -0.02
N 19.890443 -6.027402 4.838356 -0.2 -0.8 -0.8 0.20
H 22.070808 -2.222813 2.435326 0.3 0.2 -0.1 0.04
C 19.786054 -10.148270 4.145388 1.0 1.0 0.6 -0.05
C 24.468016 -11.735042 3.956474 0.7 1.3 0.5 -0.12
C 18.704072 -5.257631 11.504856 -1.1 -0.4 -0.8 -0.19
H 16.117870 -6.778921 6.919118 0.0 -0.2 -0.7 0.06
H 20.689345 -2.544304 0.449117 -0.9 0.2 0.0 0.11
O 18.219027 -5.230667 6.089647 0.2 0.6 0.3 -0.02
H 20.104365 -0.988777 5.007067 -0.4 0.4 -0.5 0.06
H 21.701217 -5.446870 9.256488 0.0 0.0 0.0 0.07
H 20.446468 2.268867 10.469639 0.1 0.3 0.0 0.09
C 16.768811 -8.910039 6.889752 -0.2 0.6 -1.1 -0.39
H 19.576340 -12.933813 3.980796 -0.1 0.1 0.2 0.08
C 18.837836 -7.813534 11.138696 -0.1 1.1 1.6 -0.06
C 17.129622 -7.825209 3.359662 -0.9 -0.7 1.0 -0.08
C 16.725091 -9.182427 5.360717 0.2 0.5 0.0 -0.17
C 22.224801 -10.972180 4.157389 0.0 -0.4 1.7 -0.21
H 18.095566 -4.105323 7.912898 0.5 0.4 0.1 0.04
H 14.942320 -3.779145 6.762753 0.0 -0.1 0.2 0.11
H 22.054932 -0.419942 11.522790 0.0 -0.3 0.1 0.12
H 16.623131 -4.136700 6.431801 -0.1 -0.2 0.1 0.04
H 15.721648 -9.324312 4.949916 -0.1 -0.1 0.2 0.13
H 19.307142 -0.131920 0.925828 -0.1 -0.3 0.2 0.12
C 19.852300 -0.251605 5.776144 0.9 -0.2 1.9 -0.11
H 16.653491 -5.624471 14.118666 0.8 -0.3 0.2 0.09
H 19.067779 -5.402318 9.057835 0.6 0.2 -0.2 0.03
H 22.919633 -1.138516 8.658571 -0.2 0.0 -0.1 0.13
H 17.585174 -6.865038 3.131358 0.3 -0.2 -0.2 0.07
H 23.003345 -1.984879 0.438260 0.0 0.1 0.2 0.06
H 19.690768 -3.292341 6.202320 0.6 0.9 -0.5 0.09
C 22.891884 1.887715 5.198903 0.2 -1.5 -0.3 -0.41
C 15.834900 -7.778406 7.250983 -0.7 0.5 1.2 -0.06
H 21.394038 1.594068 11.795565 0.2 0.2 0.1 0.08
H 20.540920 0.414009 -0.179563 0.3 0.0 0.1 0.13
H 20.629734 -11.434058 2.757697 0.7 0.2 -0.2 0.13